1.
81
Properties=species:S:1:pos:R:3 method="wB97M-V/def2-TZVPD" spin_multiplicity=2 homo_lumo_gap_ev="6.614 / 7.358" s2=0.754
C 0.58393 -5.06828 1.91858
N -0.36908 -4.08324 1.38998
C 0.15578 -3.16850 0.36159
C -0.21515 -1.69829 0.64802
C -1.75743 -1.57867 0.42382
C -2.64249 -1.55899 1.67440
C -4.12314 -1.86957 1.37980
C -4.67019 -1.15350 0.15906
O -5.97883 -1.60609 -0.18664
C -6.97889 -1.11230 0.66631
C 0.15437 -1.25962 2.06845
C 1.63012 -0.90983 2.32070
C 1.71014 -0.19452 3.68246
C 2.54342 -2.13557 2.44563
N 2.10391 0.06118 1.28767
O 1.60164 1.22738 1.50100
C 1.92167 -0.34777 -0.13940
C 2.19058 0.89663 -1.00347
C 2.95638 -1.42436 -0.56258
C 0.46088 -0.77159 -0.39267
H 0.82303 -4.84669 2.95949
H 0.14064 -6.06316 1.89416
H 1.51456 -5.10168 1.35000
H -1.13867 -4.58749 0.97933
H -0.31435 -3.41306 -0.59633
H 1.22078 -3.31674 0.21726
H -2.09404 -2.42012 -0.19111
H -1.96682 -0.68583 -0.16600
H -2.29546 -2.27241 2.41745
H -2.61719 -0.55285 2.09939
H -4.28753 -2.94548 1.29220
H -4.68219 -1.54971 2.26306
H -4.70520 -0.07194 0.31590
H -4.06955 -1.39016 -0.71509
H -7.04653 -0.01863 0.61234
H -7.93086 -1.52304 0.33772
H -6.82808 -1.39863 1.71022
H -0.40806 -0.36488 2.33485
H -0.12190 -2.05161 2.76541
H 2.65533 0.33298 3.79350
H 0.88883 0.50244 3.82170
H 1.63288 -0.93916 4.47434
H 2.44866 -2.84305 1.63097
H 3.58297 -1.80108 2.45319
H 2.35062 -2.64800 3.38390
H 1.32684 1.55738 -1.03220
H 2.40558 0.59337 -2.02516
H 3.03848 1.45871 -0.61909
H 3.61346 -1.69170 0.26011
H 3.62411 -1.06730 -1.34744
H 2.46719 -2.30892 -0.96208
H 0.44568 -1.28863 -1.35761
H -0.12978 0.13455 -0.50996
C -6.04175 4.76746 0.88359
C -5.71667 3.63901 0.23960
C -4.28531 3.26168 -0.04265
O -4.09526 2.20411 -0.61539
C -3.23210 4.16499 0.37743
C -3.55701 5.29633 1.01835
C -4.98744 5.66343 1.32240
O -5.18042 6.70364 1.92292
O -2.66476 6.18002 1.43862
O -6.61007 2.76323 -0.20002
H -7.06474 5.04585 1.09284
H -2.20942 3.89098 0.15949
H -3.17269 6.89362 1.87027
H -6.10113 2.04760 -0.62868
C 7.24326 0.60396 -5.35566
C 6.49461 0.00134 -4.42289
C 5.63056 0.77939 -3.46462
O 4.97081 0.14237 -2.66218
C 5.63034 2.22612 -3.54576
C 6.38135 2.83020 -4.47726
C 7.22967 2.05235 -5.45125
O 7.86385 2.68959 -6.27038
O 6.44385 4.14428 -4.62565
O 6.44560 -1.31383 -4.26223
H 7.86473 0.05518 -6.04872
H 5.01685 2.77443 -2.84476
H 7.05426 4.30447 -5.37099
H 5.82795 -1.47377 -3.52353

=====

2.
86
Properties=species:S:1:pos:R:3 method="wB97M-V/def2-TZVPD" spin_multiplicity=1 homo_lumo_gap_ev=9.942 charge=+1
Zn 1.45054 0.20880 1.79048
Br 1.15349 0.68274 3.96753
C -3.99485 1.52826 -0.41930
C -2.70710 1.52558 0.24975
N -1.68187 1.54588 0.72175
H -4.14027 2.54705 -0.85640
H -4.85080 1.46454 0.28903
H -4.10015 0.75479 -1.21505
C -0.89181 -3.36670 0.22633
C -0.20462 -2.15280 0.66213
N 0.26091 -1.10456 0.83088
H -1.38667 -3.82440 1.07872
H -0.14524 -3.99826 -0.23910
H -1.60016 -2.99025 -0.46467
C -4.90379 -4.87280 0.44281
C -4.45651 -3.53916 -0.17135
N -4.22541 -2.49416 -0.56096
H -4.79816 -5.58346 -0.31435
H -5.94657 -4.80298 0.77844
H -4.18428 -4.99810 1.20963
C -2.89939 -6.41658 4.92966
C -2.33889 -5.76176 3.75310
N -1.99590 -5.34018 2.75474
H -3.78077 -7.00705 4.60133
H -3.12380 -5.72825 5.74732
H -2.18612 -7.11717 5.31730
C 1.84791 -2.48938 -3.53636
C 0.78370 -3.36168 -3.14325
N -0.19124 -3.89570 -2.89492
H 2.78529 -2.98030 -3.19456
H 1.69877 -1.45098 -3.12144
H 1.99599 -2.44649 -4.60791
C 0.30119 3.20088 -5.62282
C 1.46058 2.58501 -5.02642
N 2.35016 2.18488 -4.49725
H -0.11375 2.38672 -6.18926
H 0.47466 3.92440 -6.39611
H -0.35823 3.61401 -4.80535
C -2.58681 -1.33125 -3.23942
C -1.38366 -0.59268 -3.05457
N -0.41746 0.02757 -2.99066
H -2.24512 -2.38822 -3.49246
H -3.21931 -0.95824 -3.99001
H -3.17458 -1.41987 -2.28578
C 0.33137 4.49578 3.18043
C 1.55140 4.88909 2.50411
N 2.39361 5.12447 1.80005
H 0.02056 3.46577 2.90299
H -0.49126 5.19521 2.91335
H 0.48503 4.44804 4.26348
C 5.32889 5.20129 0.24141
C 5.01719 3.74424 0.21355
N 4.76310 2.61397 0.19722
H 6.32722 5.41738 0.67339
H 4.57368 5.64292 0.93964
H 5.13552 5.59143 -0.72589
C 5.91335 0.04581 1.54870
C 4.43499 -0.10612 1.61784
N 3.29690 -0.22164 1.66903
H 5.99649 0.50928 0.57258
H 6.33621 -0.93412 1.77356
H 6.29249 0.74852 2.30546
C 4.93564 5.11865 -5.64932
C 3.78889 5.34758 -4.81698
N 2.90224 5.61853 -4.14871
H 5.84490 5.64561 -5.27957
H 4.77295 5.62039 -6.56561
H 5.06178 4.03878 -5.77215
C -6.68065 -2.21547 3.72318
C -5.74219 -3.36913 3.91082
N -5.12982 -4.28810 4.24056
H -7.56140 -2.54259 3.08038
H -6.25178 -1.39414 3.20335
H -7.15192 -1.77824 4.65606
C 1.63185 3.68401 -1.36983
C 1.65699 2.44101 -0.59616
N 1.68793 1.64912 0.21839
H 1.95787 4.55105 -0.75561
H 0.61185 3.80670 -1.76076
H 2.28609 3.67905 -2.26011
C -0.09239 -2.37078 4.37940
C 0.92804 -2.88546 3.50247
N 1.59577 -3.38981 2.73703
H -0.88041 -3.18414 4.53667
H -0.58930 -1.47043 3.90181
H 0.38039 -1.95122 5.27255

=====

3.
84
Properties=species:S:1:pos:R:3 method="wB97M-V/def2-TZVPD" spin_multiplicity=1 homo_lumo_gap_ev=8.670 charge=+3
In 14.11937 -9.30910 -0.22877
C 13.36041 -12.29836 -1.07147
C 14.68673 -12.46606 -0.36110
O 14.85939 -11.34361 0.52357
C 15.30536 -11.53518 1.87030
C 15.53422 -10.15101 2.45723
O 14.47537 -9.26541 2.15237
C 13.32860 -9.21748 2.98489
C 12.28539 -10.23897 2.49507
O 12.15665 -10.16463 1.06254
C 10.87197 -9.64493 0.65777
C 10.99391 -8.15038 0.60193
O 12.08123 -7.91207 -0.29934
C 11.66494 -7.30679 -1.54307
C 12.89799 -7.21666 -2.41415
O 13.63854 -8.44157 -2.36665
C 13.39843 -9.45433 -3.33136
C 12.57221 -10.57747 -2.73610
O 13.25384 -10.94897 -1.52048
H 12.52399 -12.53141 -0.41475
H 13.33646 -12.95203 -1.93235
H 15.49847 -12.47298 -1.08467
H 14.67215 -13.39913 0.19780
H 16.23738 -12.08978 1.85046
H 14.58018 -12.08631 2.46370
H 16.42901 -9.68772 2.06918
H 15.66296 -10.23779 3.52958
H 12.96982 -8.18206 2.94147
H 13.60433 -9.41471 4.02576
H 11.32709 -10.07068 2.98752
H 12.61511 -11.23783 2.73628
H 10.08084 -9.96701 1.34628
H 10.67735 -10.02930 -0.32552
H 11.28781 -7.76585 1.57013
H 10.07945 -7.65562 0.26733
H 11.33589 -6.27903 -1.34904
H 10.86597 -7.87134 -2.00761
H 13.55267 -6.45346 -2.02475
H 12.64997 -7.00377 -3.44729
H 14.38973 -9.81563 -3.58626
H 12.90763 -9.05867 -4.22430
H 12.52150 -11.40784 -3.42872
H 11.56610 -10.23048 -2.51102
C 21.33446 -6.29296 -2.29218
C 20.98430 -7.48697 -1.38767
N 19.57410 -7.97459 -1.57987
C 18.62718 -7.60926 -0.71265
C 17.35410 -8.11559 -0.69640
C 16.46244 -7.64077 0.40798
O 16.88301 -7.35193 1.51136
O 15.15587 -7.53516 0.04684
C 17.00959 -9.14251 -1.58282
O 15.92341 -9.79774 -1.57851
C 18.03263 -9.49981 -2.59485
C 17.75241 -10.45340 -3.60475
C 18.69328 -10.71416 -4.55056
F 18.39970 -11.51572 -5.59440
C 19.97442 -10.14399 -4.55812
C 20.26839 -9.23281 -3.55633
C 19.30808 -8.88399 -2.57405
N 20.81849 -10.39299 -5.65673
C 21.80268 -9.45775 -6.11182
C 21.82161 -9.45417 -7.64001
N 22.04762 -10.85594 -8.17550
C 21.08229 -11.85165 -7.58445
C 21.17053 -11.75791 -6.06375
H 22.40644 -6.10416 -2.18865
H 20.76076 -5.41189 -1.99998
H 21.14547 -6.50761 -3.34872
H 21.09590 -7.18581 -0.34914
H 21.65080 -8.32530 -1.54525
H 18.91741 -6.88696 0.05000
H 16.77922 -10.90950 -3.70006
H 21.25258 -8.79198 -3.55036
H 22.79628 -9.70415 -5.70438
H 21.56020 -8.44225 -5.77505
H 22.63829 -8.81008 -7.97182
H 20.86748 -9.07792 -8.00634
H 22.99058 -11.13429 -7.94463
H 21.99033 -10.90356 -9.20181
H 21.33316 -12.84832 -7.93528
H 20.07454 -11.56232 -7.91138
H 22.15776 -11.99800 -5.67193
H 20.48408 -12.49540 -5.62841

=====

no.,electronic energy (eV)
1,-53152.43810
2,-169032.03051
3,-60483.26660